C20H39AuCl3N3O3Si | ωB97M-V with the def2-TZVPD basis set

```
! wB97M-V def2-TZVPD RIJCOSX def2/J DEFGRID3
* xyz 0 3
H -2.302 0.349 -6.355
Cl -2.657 1.513 1.407
Cl 1.204 3.313 -0.025
Si -0.750 0.922 -4.391
O 0.044 3.445 4.267
H 3.176 -3.583 -1.721
C -1.202 -2.271 -5.700
N 2.987 -1.552 -1.350
H 4.059 -0.089 -2.404
O 3.198 -0.907 0.857
H -0.649 -3.547 1.782
C -1.448 1.006 -6.154
H -0.264 -4.940 -5.770
H -0.662 0.791 -6.906
H -0.185 0.163 3.107
C -1.264 -2.779 -4.300
H 1.782 5.083 2.105
C -0.731 -3.101 0.799
H -0.745 6.238 1.026
N 0.562 0.830 2.904
H 1.260 5.477 3.785
H -1.906 -5.465 -5.532
H -2.677 -0.962 -1.002
H 2.799 -2.802 0.265
Cl 0.708 -0.037 0.295
C -1.092 5.262 1.382
H -1.792 2.027 -6.353
H -2.355 2.652 -3.449
C 1.031 1.532 -4.429
H -1.260 -4.411 -2.988
O -0.588 -0.570 -3.753
C 1.000 5.549 2.726
H 2.423 -2.662 -3.049
N -0.263 4.868 2.514
H 2.287 -0.111 -2.699
H -1.598 3.378 3.020
Au -0.409 1.755 0.782
H -1.053 2.159 -2.336
H 1.119 2.537 -4.857
C -1.194 -4.085 -4.011
H 1.679 0.870 -5.009
H -1.088 -3.090 -6.403
H 1.473 1.584 -3.438
C 0.028 -2.919 -1.486
C -0.632 3.846 3.312
H -2.420 1.102 -2.616
C 3.205 -2.648 -2.281
C -1.005 -5.161 -5.004
C -1.046 -2.087 -1.808
H -2.435 -1.323 -3.194
H -0.340 -1.607 -5.829
H 0.868 6.590 2.411
C 3.069 -0.217 -1.934
H -0.650 -6.055 -4.497
H -0.996 4.523 0.570
C -1.383 -1.657 -3.244
C -1.744 -2.189 0.511
C -1.894 -1.683 -0.772
H 0.693 1.592 3.566
H 2.922 0.516 -1.145
C 0.181 -3.439 -0.194
H -2.098 -1.710 -5.990
H 1.424 0.364 2.623
H 1.004 -4.134 0.020
C -1.755 1.809 -3.096
C 3.007 -1.751 0.002
H 0.714 -3.252 -2.279
H -2.153 5.319 1.686
H -2.445 -1.848 1.268
H 4.174 -2.540 -2.780
*
```

Computed properties:
LUMO (alpha / beta) = 0.5 / -3.8 eV
E = -2981.21044 Ha
E_HOMO (alpha / beta) = -8.97 / -8.95 eV
Expectation value of S² = 2.01
Relative energy (zero: lowest compared OMol25 entry of this formula, charge and spin) = 0.821 eV